w:
Below is an isolated molecule of C2H6N2OS, with properties calculated with ωB97M-V with the def2-TZVPD basis set.

Properties
- LUMO level (eV) = 0.48
- SMILES = [H]/N=C(/NO)SC
- Kohn-Sham gap (Ha) = 0.3456

Each line ends with the Löwdin charge.
Element x y z (Å)
C 1.9461 0.8066 0.2966  -0.507
C -0.7646 -0.5397 0.1612  -0.567
H 2.9678 0.3159 0.4169  0.023
H 2.0628 1.7305 -0.5314  0.098
H 1.2862 1.2086 1.1125  0.029
H -0.8696 -2.3077 -0.0758  0.017
H -2.1648 0.3642 0.6693  0.109
H -1.1582 2.4740 -0.3214  0.142
N -1.5812 -1.5722 -0.0412  0.084
N -1.2083 0.7685 0.6184  -0.076
O -1.1035 1.4945 -0.6048  -0.117
S 1.1964 -0.7323 -0.2012  0.767



x:
Below is an isolated molecule of C2H6N2OS, with properties calculated with ωB97M-V with the def2-TZVPD basis set.

Properties
- LUMO level (eV) = 0.78
- SMILES = [H]/N=C(\NO)SC
- Kohn-Sham gap (Ha) = 0.3579

Each line ends with the Löwdin charge.
Element x y z (Å)
C 2.2390 -0.4013 0.0123  -0.413
C -0.5020 0.3995 -0.0977  -0.702
H 2.6340 0.1063 -0.8908  0.044
H 2.2391 0.3377 0.8335  0.033
H 2.7550 -1.4023 0.2449  0.053
H -0.6170 2.3091 -0.0770  0.020
H -2.6015 0.7914 -0.2985  0.137
H -2.3785 -1.7079 0.5925  0.119
N 0.0363 1.5736 -0.1486  0.060
N -1.9463 0.1394 0.1867  -0.087
O -2.4051 -1.1338 -0.2286  -0.133
S 0.5471 -1.0118 -0.1287  0.870



y:
Below is an isolated molecule of C2H6N2OS, with properties calculated with ωB97M-V with the def2-TZVPD basis set.

Properties
- LUMO level (eV) = 0.64
- SMILES = [H]/N=C(\NS)OC
- Kohn-Sham gap (Ha) = 0.3416

Each line ends with the Löwdin charge.
Element x y z (Å)
C 1.3989 -1.0992 0.0173  -0.093
C -0.1004 0.6832 -0.0825  -0.574
H 1.7125 -1.0405 1.0364  0.078
H 1.4705 -2.1670 -0.2494  0.093
H 2.1167 -0.5378 -0.6462  0.101
H 0.6373 2.4336 -0.0393  0.056
H -1.8163 1.7097 0.4962  0.065
H -2.1089 -1.4370 -0.1680  -0.169
N 0.8958 1.4573 -0.0649  0.143
N -1.4960 0.9699 -0.1194  -0.291
O 0.0615 -0.6704 -0.1442  -0.141
S -2.7717 -0.3019 -0.0361  0.731



Most stable = y



w:
Below is an isolated molecule of C4H7IO2, with properties calculated with ωB97M-V with the def2-TZVPD basis set.

Properties
- LUMO level (eV) = 0.40
- SMILES = C[C@@H]1COO[C@H]1I
- Kohn-Sham gap (Ha) = 0.3595

Each line ends with the Löwdin charge.
Element x y z (Å)
C -1.4793 0.0341 0.6524  -0.120
C -0.0200 -0.4989 0.4047  -0.364
C 0.5794 -0.2454 1.7421  -0.754
C 0.5503 0.2729 -0.8236  -0.052
O -1.5361 0.3352 2.0543  -0.067
O -0.1759 0.6373 2.3981  -0.119
I 0.9380 -2.0605 2.9713  0.738
H -1.5802 0.9681 0.1055  0.116
H -2.2551 -0.6176 0.4106  0.111
H -0.1104 -1.5541 0.2031  0.105
H 1.6057 0.3166 1.5415  0.157
H 0.6660 1.3556 -0.5646  0.094
H -0.1229 0.4441 -1.7046  0.104
H 1.5404 -0.0497 -0.8689  0.051



x:
Below is a cluster of 2 separate species, C4H7IO2 in total, with properties calculated with ωB97M-V with the def2-TZVPD basis set.

Properties
- LUMO level (eV) = -0.24
- Kohn-Sham gap (Ha) = 0.3420

Each line ends with the Löwdin charge.
Element x y z (Å)
C 0.2688 -0.8930 1.7955  -0.515
C 0.1846 -0.8165 -1.3915  -0.112
C 0.1303 1.4744 -0.0976  -0.182
C -0.5268 0.2587 -0.6157  -0.713
O 1.3893 -0.4928 1.6382  0.008
O -0.7924 -0.8389 1.0656  -0.131
I -2.6396 0.5845 -0.8410  0.909
H -0.0200 -1.4378 2.7520  0.143
H 1.1488 -0.7769 -0.8158  0.101
H 0.1679 -0.5572 -2.4734  0.098
H -0.2648 -1.8399 -1.3551  0.102
H -0.5869 1.8290 0.7310  0.098
H 1.1008 1.4267 0.5262  0.114
H 0.4401 2.0798 -0.9184  0.080



Most stable = x



w:
Below is an isolated molecule of C5H5BrClNO2S, with properties calculated with ωB97M-V with the def2-TZVPD basis set.

Properties
- LUMO level (eV) = -1.49
- Kohn-Sham gap (Ha) = 0.2559

Each line ends with the Löwdin charge.
Element x y z (Å)
C -0.9249 -1.8042 -1.7704  -0.125
C -1.0787 -0.3983 -2.0080  -0.159
C -0.1894 -2.3085 -0.8169  -0.464
C -0.4293 0.4254 -1.1364  -0.826
C 1.1039 1.7678 1.7484  -0.138
N 0.4315 0.0234 -0.2523  -0.161
O -0.9775 0.1144 1.8181  -0.312
O 1.2588 -0.8816 1.8576  -0.394
S 0.3868 0.1539 1.3702  0.509
Cl 0.5743 -3.0694 0.3386  0.952
Br -0.7444 2.3137 -1.3466  0.727
H -1.4350 -2.4791 -2.4477  0.137
H -1.6852 -0.0397 -2.8206  0.089
H 1.5621 1.6862 2.7244  0.061
H 1.8361 1.9932 0.9887  0.057
H 0.3107 2.5029 1.7531  0.049



x:
Below is an isolated molecule of C5H5BrClNO2S, with properties calculated with ωB97M-V with the def2-TZVPD basis set.

Properties
- LUMO level (spin up / spin down) (eV) = -1.29 / -1.03
- Kohn-Sham gap (spin up / spin down) (Ha) = 0.2726 / 0.2720

Each line ends with the Löwdin charge.
Element x y z (Å)
C 1.2546 1.6376 0.7241  -0.115
C 1.3993 1.6060 2.0571  -0.298
C 0.0855 1.0537 -0.0280  -0.762
C 0.3266 1.4755 2.8938  -0.500
C -0.3714 -2.3974 -1.4481  -0.136
N -0.0010 -0.1456 -0.2645  -0.053
O -2.3514 -0.9318 -0.4695  -0.305
O -1.2711 -0.1327 -2.5214  -0.306
S -1.1748 -0.7861 -1.2524  0.521
Cl -1.0292 2.2680 -0.6563  0.731
Br -0.7933 0.0409 3.0942  0.766
H 2.1324 2.0789 0.2418  0.119
H 2.2557 2.2437 2.4586  0.139
H 0.0382 -2.9204 -0.6304  0.045
H -0.9236 -3.1295 -2.1703  0.116
H 0.4235 -1.9609 -2.0287  0.037



Most stable = w



w:
Below is the ion C10H15N2O with charge +1, with properties calculated with ωB97M-V with the def2-TZVPD basis set.

Properties
- net charge = +1
- LUMO level (eV) = -3.10
- SMILES = CC(C)[C@H]1C=N[C@]23[NH2+]CC=C[C@]12O3
- Kohn-Sham gap (Ha) = 0.3996

Each line ends with the Löwdin charge.
Element x y z (Å)
C 2.4586 -0.4134 -1.5689  -0.030
C 1.4404 -0.9393 -0.8983  0.027
C -1.1140 1.5135 0.0504  -0.014
C 2.8060 1.0527 -1.6318  -0.121
C -0.9532 0.0171 -0.0731  -0.150
C 0.5688 -0.1003 -0.0539  -0.261
C 0.9732 1.2764 0.2539  -0.354
C -3.0858 -0.3181 1.2743  -0.059
C -1.5644 -2.2543 0.8137  -0.048
C -1.6376 -0.7559 1.0914  -0.372
N -0.0491 2.2074 0.1953  0.183
N 2.5319 1.7884 -0.3810  0.183
O 1.1144 0.3526 1.2081  0.163
H 3.0817 -1.0496 -2.1791  0.121
H 1.2342 -1.9974 -0.9362  0.123
H -2.0674 2.0127 0.0458  0.137
H 3.8637 1.1692 -1.8812  0.137
H 2.2170 1.5109 -2.4342  0.148
H -1.3775 -0.3343 -1.0167  0.173
H -3.6347 -0.3784 0.3370  0.094
H -3.1568 0.6952 1.6619  0.079
H -3.5633 -0.9812 1.9901  0.089
H -2.1215 -2.5066 -0.0872  0.094
H -2.0028 -2.8001 1.6452  0.090
H -0.5359 -2.5849 0.7016  0.074
H -1.0758 -0.5356 2.0053  0.146
H 3.1859 1.5526 0.3698  0.177
H 2.4639 2.8010 -0.5022  0.170



x:
Below is a cluster of 2 separate species, C10H15N2O in total, with properties calculated with ωB97M-V with the def2-TZVPD basis set.

Properties
- net charge = +1
- LUMO level (eV) = -6.12
- Kohn-Sham gap (Ha) = 0.2312

Each line ends with the Löwdin charge.
Element x y z (Å)
N 1.9996 1.5859 0.8482  0.030
N 2.8057 0.4700 0.4756  -0.067
C 4.1302 0.5981 0.7917  -0.333
O 4.6104 1.6854 1.1006  0.014
H 2.6149 2.2611 1.3169  0.083
H 1.6702 2.0319 -0.0097  0.084
H 2.4163 -0.4667 0.5864  0.120
H 4.6739 -0.3635 0.7024  0.137
C -1.5923 1.7267 0.8424  -0.023
C -1.2093 0.2900 0.8216  -0.148
C -1.0132 -0.3135 2.1626  -0.008
C -1.2058 -0.4565 -0.3771  -0.167
C -0.7778 -1.8303 -0.4207  0.028
C -0.7399 -2.5221 -1.6242  -0.035
C -1.1487 -1.9153 -2.8229  0.007
C -1.6099 -0.5895 -2.7981  -0.031
C -1.6526 0.1277 -1.6128  0.030
H -1.1219 2.3158 0.0484  0.100
H -2.6793 1.8657 0.7473  0.128
H -1.2957 2.1713 1.8001  0.100
H -0.3575 -1.1853 2.1813  0.086
H -0.5777 0.4431 2.8284  0.103
H -1.9699 -0.6145 2.6192  0.135
H -0.4793 -2.3286 0.5097  0.121
H -0.3847 -3.5549 -1.6323  0.124
H -1.1198 -2.4718 -3.7628  0.131
H -1.9474 -0.1126 -3.7182  0.125
H -2.0385 1.1527 -1.6040  0.126



Most stable = x



w:
Below is an isolated molecule of C10H12NPS, with properties calculated with ωB97M-V with the def2-TZVPD basis set.

Properties
- LUMO level (eV) = -0.38
- SMILES = CC[C@H]1[C@@H](c2ccccc2)N1P=S
- Kohn-Sham gap (Ha) = 0.2904

Each line ends with the Löwdin charge.
Element x y z (Å)
C 2.7641 1.4805 -1.0031  -0.103
C 2.8616 0.9726 0.2737  -0.065
C 1.5363 1.6661 -1.5877  -0.093
C 1.6752 0.4889 0.8797  -0.037
C 0.4000 1.4143 -0.8580  -0.058
C 0.4304 0.8729 0.4109  -0.297
C -0.6863 0.6198 1.1820  -0.164
C -1.8110 -0.7930 0.7438  -0.131
C -0.2182 -2.5829 0.2320  -0.073
C -1.4307 -1.7964 -0.3829  -0.167
N -1.9993 0.5970 0.6310  -0.439
P -2.8392 1.8270 -0.1748  0.409
S -4.5714 1.1803 -0.6684  0.061
H 3.5880 1.8396 -1.5958  0.101
H 3.7159 0.8384 0.8673  0.084
H 1.5622 1.9647 -2.6342  0.111
H 1.7300 -0.0543 1.9418  0.162
H -0.5885 1.7434 -1.3391  0.076
H -0.5644 0.7205 2.2274  0.120
H -2.2778 -1.1652 1.7011  0.144
H -0.3317 -2.6662 1.3297  0.088
H 0.5497 -1.9528 -0.0060  0.020
H -0.0086 -3.5219 -0.2208  0.060
H -2.2426 -2.4187 -0.6086  0.075
H -1.2436 -1.2747 -1.3410  0.116



x:
Below is an isolated molecule of C10H12NPS, with properties calculated with ωB97M-V with the def2-TZVPD basis set.

Properties
- LUMO level (spin up / spin down) (eV) = -0.08 / -0.08
- SMILES = CC/C=N\P(=S)=C\c1ccccc1
- Kohn-Sham gap (spin up / spin down) (Ha) = 0.2728 / 0.2728

Each line ends with the Löwdin charge.
Element x y z (Å)
C -0.5813 -4.2018 0.2570  -0.096
C 0.6452 -3.6909 0.6180  -0.086
C -1.5029 -3.4485 -0.4915  -0.050
C 0.9795 -2.4004 0.2401  -0.066
C -1.1430 -2.1397 -0.9059  -0.049
C 0.1664 -1.6823 -0.6074  -0.325
C 0.4905 -0.2633 -0.7718  -0.268
C 0.6646 3.3570 -0.9537  -0.223
C 0.0158 2.7147 1.4070  -0.149
C 0.6504 3.7477 0.4686  -0.265
N 0.2292 2.3394 -1.5863  -0.113
P -0.5847 1.0270 -0.9770  0.342
S -2.4929 1.0391 -1.1622  0.263
H -0.8515 -5.1710 0.5625  0.084
H 1.2063 -4.3018 1.2819  0.093
H -2.4423 -3.8158 -0.7863  0.081
H 1.8884 -1.9566 0.6077  0.103
H -1.4749 -1.3667 -1.6108  0.045
H 1.4070 0.0282 -0.2366  0.065
H 1.1803 4.0335 -1.6169  0.108
H -0.9213 2.3204 0.8754  0.022
H -0.0741 3.1744 2.5078  0.122
H 0.7918 1.8404 1.4861  0.092
H 1.6986 4.0913 0.7152  0.127
H 0.0551 4.7259 0.6790  0.145



Most stable = x



w:
Below is an isolated molecule of C2H3ClS, with properties calculated with ωB97M-V with the def2-TZVPD basis set.

Properties
- LUMO level (eV) = -0.48
- SMILES = S=CCCl
- Kohn-Sham gap (Ha) = 0.3170

Each line ends with the Löwdin charge.
Element x y z (Å)
C 0.5181 -0.7973 0.1911  -0.716
C -0.4302 0.5503 0.0270  -0.605
S 0.0757 -2.0439 1.0408  0.716
Cl -0.0692 1.2633 -1.5427  0.537
H 1.3297 -0.7551 -0.4699  0.004
H -1.4787 0.5336 0.1328  0.047
H 0.0546 1.2490 0.6209  0.017



x:
Below is an isolated molecule of C2H3ClS, with properties calculated with ωB97M-V with the def2-TZVPD basis set.

Properties
- LUMO level (eV) = -1.12
- SMILES = CC(=S)Cl
- Kohn-Sham gap (Ha) = 0.2811

Each line ends with the Löwdin charge.
Element x y z (Å)
C 0.3311 -0.1728 -0.6334  -1.122
C -0.2699 0.1339 0.6680  -0.207
S -0.2176 0.8072 -2.2086  0.387
Cl 1.4666 -1.3671 -0.8176  0.695
H -0.6347 1.1554 0.6733  0.071
H -1.1224 -0.5303 0.8434  0.097
H 0.4469 -0.0264 1.4749  0.079



y:
Below is a cluster of 2 separate species, C2H3ClS in total, with properties calculated with ωB97M-V with the def2-TZVPD basis set.

Properties
- LUMO level (spin up / spin down) (eV) = -0.73 / -2.61
- Kohn-Sham gap (spin up / spin down) (Ha) = 0.3293 / 0.2538

Each line ends with the Löwdin charge.
Element x y z (Å)
C -0.7363 -0.2154 1.3727  0.036
C -1.9774 -0.2031 0.8682  -0.750
S 1.9792 -1.6060 -0.0468  0.370
Cl -2.3068 -1.0387 -0.5309  0.646
H 0.3381 -0.3741 0.9978  -0.078
H 1.4609 -2.8478 -0.1843  -0.268
H -2.7165 0.2719 1.4592  0.044



Most stable = w